The following is a DFT calculation (ωB97M-V with the def2-TZVPD basis set) of a gas-phase ion, C5H11N2O3S (charge -1).

- structure (SMILES) = CCN(NC1CC1)S(=O)(=O)[O-]
- total charge = -1
- 2S+1 = 1
- HOMO level (eV) = -4.762

Geometry as XYZ:
```
22
C5H11N2O3S (ωB97M-V with the def2-TZVPD basis set)
C -0.3398 -1.8130 -1.2620
C -1.8144 -1.4313 -1.4825
C -0.7494 -0.3838 -1.3618
C 1.6055 2.0664 -0.3390
C 1.3149 1.2470 0.8472
N -0.6917 0.3900 -0.1981
N 0.4844 0.0272 0.5563
O -1.5374 0.1266 2.3488
O 0.7173 -0.1609 3.2335
O -0.2179 -1.9778 1.9175
S -0.1960 -0.5488 2.1975
H -0.0839 -2.2476 -0.3166
H -0.0042 -2.2960 -2.0999
H -2.4024 -1.6082 -2.3217
H -2.3894 -1.5323 -0.6200
H -0.4890 0.0829 -2.3171
H 2.3875 1.5385 -0.9201
H 0.7670 2.2535 -1.0177
H 2.1158 3.0173 -0.1424
H 2.2283 0.9028 1.2471
H 0.7368 1.8168 1.5963
H -1.4421 0.5306 0.4548
```